Computed, not measured: a 2-piece molecular cluster, C15H23N4O7P2S overall at a distorted geometry, with ωB97M-V/def2-TZVPD.

Structure (XYZ):
```
52
Properties=species:S:1:pos:R:3:forces:R:3
S 3.69838 0.60472 3.66033 -0.1 -0.3 -0.1
P 3.70116 -1.30021 3.53336 0.4 1.5 0.5
P 2.55315 -3.47655 -2.71166 0.1 0.5 -1.5
O 1.32901 1.78920 1.75028 0.1 -0.5 -0.2
O 3.41755 -4.77218 -2.31874 -0.1 0.4 0.7
O -6.77267 5.88520 -0.53769 -0.3 0.0 0.3
O -3.92052 1.29878 -0.51707 0.5 -0.1 -0.1
O -3.04293 3.44503 -1.99665 0.2 0.2 -0.1
O 1.11718 -4.03265 -3.18927 0.0 0.0 0.8
O -7.47343 3.81869 1.18618 0.0 -0.1 0.1
N 3.80428 -2.02523 1.96765 -0.4 0.1 0.2
N 1.88986 -0.95916 1.02398 0.4 -1.1 -1.0
N 3.21744 -2.61677 -3.79458 0.0 -0.3 0.2
N 3.33393 -2.41057 -0.25816 -0.8 -0.5 0.6
C 0.17804 1.39905 1.00698 -0.8 0.9 -0.2
C 1.52505 -1.26332 -1.45719 0.1 0.4 0.0
C -6.09276 4.86228 -0.47617 0.6 0.0 -0.5
C -0.67386 2.61588 0.67811 0.5 -0.3 -0.7
C -4.07910 3.57809 -1.32747 -0.2 -0.4 0.3
C 2.99119 -1.78994 0.91818 0.4 -0.6 -0.1
C -6.49346 3.69174 0.44965 0.0 0.3 -0.2
C 1.66805 -0.28750 -0.27654 0.2 0.6 -0.5
C 2.16950 -2.60545 -1.14548 -0.2 0.0 0.0
C -5.67220 2.54157 0.36440 0.3 -0.4 0.0
C -4.89441 4.71913 -1.25225 -0.1 0.2 0.0
C 0.56328 0.77651 -0.31455 0.1 -0.9 0.2
C -0.38135 -2.07480 0.92345 1.1 0.0 -0.1
C 0.85419 -1.82566 1.52732 -0.9 -0.4 0.3
C -4.53846 2.37469 -0.47647 -0.6 0.0 0.4
H 4.85920 -1.86014 4.09088 -0.1 -0.6 -0.2
H -5.90468 1.68172 0.98522 -0.2 0.1 0.0
H -1.02132 3.14149 1.56280 -0.2 0.0 0.1
H -0.42951 -2.66325 0.01721 -0.2 1.3 -0.9
H -0.31681 0.30699 -0.74842 -0.3 0.2 0.1
H 1.11804 -2.30819 2.46764 -0.3 1.3 0.8
H 1.43495 -3.20586 -0.59402 0.1 -0.1 0.1
H -0.47503 0.72041 1.56015 0.4 -0.3 0.3
H 0.88089 1.54833 -1.01338 0.1 0.1 0.0
H 1.08635 2.59910 2.19776 0.0 0.2 0.2
H 2.01704 -0.79779 -2.30879 0.1 -0.1 -0.2
H 0.44531 -3.89018 -2.51125 -0.3 -0.2 -0.2
H 3.71007 -3.32271 -0.01570 0.6 0.1 -0.4
H 2.60284 0.23746 -0.46665 0.2 0.0 0.4
H 0.47914 -1.39403 -1.71817 -0.1 -0.1 0.0
H 3.18246 -5.05878 -1.42666 0.0 -0.5 -0.1
H 4.56083 -2.67570 1.81974 0.1 0.0 0.0
H -4.62731 5.59784 -1.83091 0.1 -0.1 -0.1
H -1.48822 2.30951 0.02066 -0.4 0.2 0.2
H 2.64128 -1.95297 4.17261 0.0 -0.3 -0.2
H -0.04542 3.26552 0.06718 -0.1 0.4 0.1
H -1.28880 -1.65009 1.33160 -0.4 -1.2 0.8
H 2.60262 -2.58924 -4.59945 0.3 0.3 -0.2
```
Forces are in eV/Å.

Properties
2S+1: 1
Net charge: -1
Orbital gap: 1.6517 eV
Calculated total energy: -65628.106 eV